Version P
# C13H52N12O13

A 13-piece molecular cluster, C13H52N12O13 overall (ωB97M-V with the def2-TZVPD basis set, OMol25).

Each line ends with the Löwdin charge.
Geometry (Å):
C 3.535 -0.807 -0.101  -0.67
O 2.584 -1.271 -0.884  -0.06
N 3.627 0.473 0.261  0.20
N 4.293 -1.683 0.476  0.13
H 2.934 1.121 -0.009  0.04
H 4.478 0.972 0.623  0.15
H 4.366 -2.701 0.149  0.17
H 4.999 -1.576 1.200  0.12
C 2.350 3.425 0.149  -0.62
O 3.417 4.215 -0.032  -0.10
N 1.880 2.605 -0.815  0.14
N 1.716 3.290 1.312  0.15
H 2.293 2.571 -1.746  0.09
H 0.964 2.151 -0.678  0.06
H 2.097 3.925 2.035  0.14
H 1.045 2.561 1.611  0.09
C 2.428 -2.792 3.173  -0.63
O 3.625 -2.361 3.734  -0.16
N 1.571 -3.429 3.893  0.16
N 2.006 -2.677 1.916  0.15
H 1.763 -3.308 4.885  0.13
H 0.767 -3.893 3.570  0.03
H 2.698 -2.112 1.356  0.06
H 1.019 -2.523 1.629  0.01
C -3.110 0.549 1.964  -0.60
O -3.300 -0.783 1.633  -0.11
N -2.891 1.384 0.988  0.16
N -3.134 1.113 3.147  0.15
H -3.087 1.033 0.020  0.09
H -2.657 2.367 1.147  0.07
H -3.316 0.536 4.080  0.19
H -2.743 2.066 3.269  0.13
C -1.066 -3.162 2.336  -0.60
O -0.444 -2.321 1.419  -0.12
N -2.125 -2.844 2.889  0.20
N -0.733 -4.364 2.645  0.16
H -2.673 -2.015 2.542  0.08
H -2.480 -3.312 3.733  0.15
H -0.065 -4.925 2.110  0.15
H -1.277 -4.962 3.196  0.12
C -0.733 2.561 -2.965  -0.58
O 0.564 2.078 -3.067  -0.12
N -1.759 1.907 -3.473  0.16
N -1.001 3.738 -2.599  0.20
H -1.448 0.978 -3.879  0.11
H -2.688 2.302 -3.489  0.12
H -0.326 4.133 -1.965  0.11
H -1.968 4.071 -2.652  0.14
C -0.093 -0.022 -1.011  -0.16
O -0.341 1.131 -0.289  -0.15
H 0.070 -0.858 -0.395  0.05
H 0.784 0.121 -1.577  0.05
H -0.904 -0.306 -1.642  0.06
H -1.177 1.005 0.253  0.08
C 0.872 0.161 2.567  -0.15
O -0.257 0.934 2.697  -0.10
H 0.986 -0.326 1.632  0.04
H 0.852 -0.602 3.358  0.09
H 1.641 0.932 2.739  0.09
H -1.017 0.435 2.709  -0.01
C -0.254 -1.720 -3.729  -0.09
O -0.347 -0.337 -4.140  -0.11
H 0.447 -1.960 -2.995  0.07
H -0.237 -2.506 -4.408  0.06
H -1.156 -1.853 -3.182  0.05
H 0.545 -0.070 -4.037  0.04
C -1.107 4.385 0.671  -0.09
O -2.460 4.096 1.141  -0.15
H -0.772 3.399 0.360  0.04
H -0.517 4.764 1.546  0.10
H -1.209 5.053 -0.261  0.10
H -2.781 4.612 1.848  0.06
C 4.020 0.937 -3.002  -0.15
O 2.670 0.606 -3.150  -0.13
H 4.577 0.113 -2.647  0.06
H 4.172 1.722 -2.258  0.07
H 4.397 1.227 -3.966  0.07
H 2.113 1.352 -2.961  -0.02
C -4.211 -0.649 -2.158  -0.06
O -3.440 0.368 -1.454  -0.15
H -3.569 -1.479 -2.339  0.06
H -4.604 -0.322 -3.083  0.07
H -4.910 -1.011 -1.433  0.09
H -2.814 0.655 -2.108  0.02
C -1.242 -4.089 -0.724  -0.18
O -1.852 -2.839 -0.833  -0.16
H -0.186 -4.103 -0.387  0.09
H -1.364 -4.332 -1.777  0.08
H -1.844 -4.734 -0.080  0.07
H -1.458 -2.158 -0.229  0.05

- Kohn-Sham gap: 0.3047 Eh
- Net charge: 0
- LUMO: -0.09 eV

Version Q
# C13H52N12O13

A 13-piece molecular cluster, C13H52N12O13 overall (ωB97M-V with the def2-TZVPD basis set, OMol25).

Each line ends with the Löwdin charge.
Geometry (Å):
C -0.007 0.716 -5.037  -0.19
O 1.153 0.391 -4.435  -0.12
H -0.335 1.755 -5.040  0.09
H -0.043 0.473 -6.099  0.08
H -0.828 0.159 -4.585  0.09
H 1.837 1.020 -4.675  0.10
C 3.491 -1.926 -1.944  -0.10
O 3.055 -1.370 -3.250  -0.16
H 4.577 -1.994 -1.887  0.07
H 3.212 -1.164 -1.216  0.05
H 3.019 -2.896 -1.788  0.07
H 2.164 -1.021 -3.176  0.01
C -2.104 3.245 3.446  -0.19
O -1.001 2.577 3.065  -0.12
H -2.151 3.195 4.534  0.09
H -1.990 4.321 3.314  0.10
H -3.036 2.798 3.100  0.08
H -0.943 1.872 3.714  0.09
C 0.212 -4.487 1.352  -0.15
O -0.542 -3.506 0.653  -0.11
H 0.158 -5.533 1.052  0.08
H 1.260 -4.243 1.526  0.06
H -0.127 -4.424 2.386  0.06
H 0.055 -2.852 0.283  0.05
C 3.911 -0.332 1.670  -0.18
O 5.058 0.435 1.340  -0.10
H 3.716 -0.292 2.741  0.07
H 3.047 0.066 1.138  0.06
H 4.056 -1.391 1.453  0.08
H 5.699 -0.177 0.970  0.07
C -3.288 -1.286 2.158  -0.09
O -2.561 -0.038 2.342  -0.20
H -4.309 -1.180 1.792  0.08
H -2.624 -1.746 1.426  0.07
H -3.293 -1.783 3.129  0.07
H -1.747 -0.191 2.828  -0.02
C -0.400 -3.601 -3.006  -0.16
O -1.419 -3.298 -2.119  -0.14
H 0.263 -4.359 -2.590  0.07
H -0.672 -3.976 -3.993  0.09
H 0.301 -2.770 -3.086  0.06
H -1.063 -2.710 -1.448  0.01
C 0.024 -0.068 -0.664  -0.73
O -0.671 -1.067 -0.680  0.00
N 0.640 0.322 -1.739  0.22
N 0.300 0.600 0.400  0.22
H 1.395 0.981 -1.617  0.06
H 0.463 0.030 -2.690  0.08
H 0.970 1.353 0.475  0.10
H -0.455 0.440 1.052  0.09
C 3.927 2.112 -2.508  -0.72
O 2.734 1.952 -2.345  0.02
N 4.554 3.212 -2.066  0.17
N 4.769 1.253 -3.044  0.19
H 3.804 3.887 -2.018  0.11
H 5.561 3.276 -2.032  0.11
H 5.743 1.517 -3.084  0.11
H 4.489 0.285 -3.107  0.08
C -4.621 -1.560 -1.518  -0.76
O -5.773 -1.177 -1.648  0.01
N -4.163 -2.735 -1.199  0.18
N -3.640 -0.669 -1.429  0.17
H -4.786 -3.499 -0.982  0.12
H -3.172 -2.917 -1.127  0.07
H -2.672 -0.946 -1.338  0.06
H -3.928 0.286 -1.270  0.09
C -3.884 2.511 0.140  -0.79
O -4.298 3.324 -0.669  0.01
N -4.686 1.984 1.042  0.19
N -2.663 2.065 0.047  0.18
H -4.286 1.201 1.540  0.07
H -5.560 2.402 1.329  0.12
H -2.278 1.554 0.829  0.06
H -2.035 2.551 -0.578  0.11
C 0.299 -1.695 4.000  -0.70
O -0.356 -0.962 3.259  0.03
N -0.078 -2.244 5.146  0.18
N 1.538 -2.008 3.781  0.18
H 0.597 -2.960 5.377  0.11
H -1.055 -2.087 5.345  0.13
H 2.092 -1.606 3.039  0.09
H 1.956 -2.693 4.394  0.12
C 0.709 4.346 0.377  -0.78
O 1.352 5.039 -0.437  -0.01
N -0.565 4.288 0.361  0.19
N 1.235 3.785 1.433  0.17
H -0.985 4.904 -0.320  0.14
H -1.045 3.886 1.153  0.08
H 2.220 3.836 1.649  0.13
H 0.521 3.238 1.893  0.06

- Kohn-Sham gap: 0.2974 Eh
- Net charge: 0
- LUMO: -0.30 eV

Of them, version Q has the highest stability.

Version P
# C3H6NO2S

An isolated ion of composition C3H6NO2S and charge +1 (ωB97M-V with the def2-TZVPD basis set, OMol25).

Each line ends with the Löwdin charge.
Geometry (Å):
C 1.372 -0.479 0.150  -0.13
C 1.542 1.008 -0.156  -0.32
C -0.826 0.351 -0.160  -0.61
N -0.104 -0.756 -0.059  0.11
O -2.951 -0.914 0.038  0.07
O -2.162 0.291 -0.190  -0.04
S -0.105 1.835 0.226  1.13
H 1.946 -0.912 -0.589  0.10
H 1.666 -0.883 1.149  0.15
H 2.367 1.567 0.239  0.09
H 1.610 1.161 -1.243  0.10
H -0.639 -1.622 -0.044  0.17
H -3.716 -0.647 0.637  0.17

- Kohn-Sham gap: 0.3727 Eh
- Net charge: +1
- LUMO: -4.52 eV

Version Q
# C3H6NO2S

An isolated ion of composition C3H6NO2S and charge +1 (ωB97M-V with the def2-TZVPD basis set, OMol25).

Each line ends with the Löwdin charge.
Geometry (Å):
C -0.283 -1.501 -0.890  -0.10
O 0.794 -1.178 0.059  -0.23
C 0.308 -0.428 1.227  -0.33
S -0.686 1.109 0.835  1.17
O -0.361 1.721 -0.734  -0.33
C 0.901 2.497 -0.605  -0.17
N 2.073 3.040 -0.865  0.21
H -1.368 -1.413 -0.462  0.10
H -0.139 -0.760 -1.815  0.13
H -0.132 -2.584 -1.316  0.13
H -0.329 -1.102 1.960  0.16
H 1.280 -0.103 1.838  0.16
H -2.058 0.703 0.767  0.09

- Kohn-Sham gap: 0.3240 Eh
- Net charge: +1
- LUMO: -6.51 eV

Version R
# C3H6NO2S

A 2-piece molecular cluster, C3H6NO2S overall (ωB97M-V with the def2-TZVPD basis set, OMol25).

Each line ends with the Löwdin charge.
Geometry (Å):
C 3.570 -0.244 0.455  0.14
C -2.238 -0.387 -0.150  -0.13
C -2.572 -0.153 1.174  -0.01
N 2.461 -0.104 0.301  0.03
O 0.704 1.443 -0.736  -0.26
O 1.058 -0.920 -1.682  -0.29
S 0.535 -0.174 -0.626  1.09
H 4.633 -0.196 0.451  0.11
H 1.386 1.999 -1.181  0.13
H -1.721 0.242 -0.780  -0.04
H -2.359 -1.370 -0.589  0.06
H -2.194 0.772 1.742  0.09
H -3.262 -0.908 1.621  0.07

- Kohn-Sham gap: 0.2727 Eh
- Net charge: +1
- LUMO: -6.11 eV

Of them, version P has the highest stability.